Run a
ORCA calculation (wB97M-V/def2-TZVPD) on C18H23N5O2 in the gas phase.

Positions of all 48 atoms, in Å:
O 3.56799 0.53778 2.32951
O 0.93592 2.17386 0.87317
N -2.38156 -0.58448 0.60042
N -1.16265 1.52567 0.31156
N 3.08614 0.17276 0.16859
N 0.29095 -0.00012 1.19094
N -3.33697 1.30378 -0.15579
C 5.20578 -0.22711 -0.98192
C 1.51189 -1.96706 1.95858
C 1.44618 -0.44182 1.94902
C 2.78422 0.15480 1.47991
C -5.68348 0.40927 -0.47281
C -4.46630 -1.97600 0.48486
C 2.31344 -0.33179 -0.94017
C 4.44624 -0.79602 -2.17697
C -3.10299 2.68767 -0.46529
C 0.11353 1.28764 0.83013
C 3.12256 -1.38678 -1.70137
C 4.33205 0.78740 -0.24894
C -1.59540 2.84358 -0.14658
C -3.72300 -0.81521 0.34185
C -4.34402 0.36961 -0.13764
C -6.40416 -0.76213 -0.32122
C -5.80611 -1.92900 0.14777
C -2.21918 0.67029 0.29211
H 0.60131 -2.37508 2.39307
H -6.40785 -2.81974 0.24995
H 3.32197 -2.23207 -1.03903
H -7.45418 -0.77111 -0.57209
H 5.04229 -1.56162 -2.67716
H -6.14585 1.31488 -0.83551
H 5.46813 -1.03416 -0.29528
H 6.12750 0.25566 -1.30885
H -1.01423 3.13114 -1.02693
H 4.25015 0.00191 -2.89725
H 4.10124 1.63156 -0.90900
H 2.35878 -2.28537 2.56077
H 2.53698 -1.74757 -2.54874
H -3.72398 3.33953 0.15776
H 4.82954 1.16125 0.64639
H 2.08449 0.50512 -1.61373
H -0.52910 -0.60385 1.19058
H -3.32208 2.89772 -1.51709
H 1.37308 -0.75629 -0.59725
H 1.35480 -0.09366 2.98977
H -1.40614 3.58141 0.63755
H -4.00504 -2.88018 0.84792
H 1.62711 -2.36607 0.95444

Properties
orbital gap: 8.8 eV
SMILES: C[C@H](NC(=O)N1CCn2c1nc1ccccc12)C(=O)N1CCCCC1

These are the natural (NBO) partial charges, in e, on atoms 1 to 2: atom 1 (O): -0.64, atom 2 (O): -0.63

---

Run b
ORCA calculation (wB97M-V/def2-TZVPD) on C18H23N5O2 in the gas phase.

Positions of all 48 atoms, in Å:
O 1.07127 -0.16981 3.58855
O -3.88191 0.95339 -3.23075
N 5.33824 -0.79125 4.00647
N -2.69391 -0.60610 -2.03166
N 4.70624 -1.65496 4.86977
N 2.20200 0.63080 1.82413
N 4.56684 0.03621 3.51776
C -3.06549 0.66608 -2.38253
C -2.17822 1.78970 -1.84677
C -0.29368 1.03987 1.45516
C 1.18006 0.71014 -0.43582
C -1.39681 1.25045 0.60027
C 3.37242 -1.30201 4.78634
C -1.69620 2.85879 -2.85817
C -0.44531 -2.78885 -2.67125
C 1.05417 0.83515 0.91515
C 5.18738 -2.94545 5.36736
C 3.32417 -0.37974 3.83749
C 2.15667 0.10219 3.08654
C -2.76185 3.92526 -2.37426
C -3.13100 2.90058 -1.30431
C -2.68886 -1.63625 -3.10562
C -1.15562 1.46692 -0.78670
C -1.92060 -2.81693 -2.41722
C 0.12063 1.08317 -1.25699
H -2.37940 1.41997 1.09587
H 0.04446 -3.18359 -1.81050
H 5.36327 -3.00904 6.42283
H -3.66343 4.12194 -3.02773
H 3.09102 0.57998 1.39827
H -1.90398 -0.67633 -1.42574
H -2.15707 -1.25030 -3.94490
H -0.61857 3.25085 -2.73280
H -2.06773 -2.67320 -1.30269
H 0.14942 0.99888 -2.33392
H -2.43482 4.90090 -2.23413
H 4.46122 -3.68986 5.04472
H -3.78212 -1.84895 -3.40145
H -4.16103 2.57340 -1.38525
H -2.87545 3.18443 -0.28915
H -0.12020 -3.30526 -3.64478
H 2.51702 -1.82284 5.25047
H -0.13164 -1.77980 -2.73508
H -1.65637 2.44828 -3.95516
H 6.03909 -3.18424 4.78157
H -2.37708 -3.78412 -2.67990
H 2.19450 0.41938 -0.76294
H -0.50172 1.15218 2.51943

Properties
orbital gap: 9.1 eV
SMILES: CCCNC(=O)C1(c2ccc(NC(=O)c3cn(C)nn3)cc2)CCC1

These are the natural (NBO) partial charges, in e, on atoms 1 to 2: atom 1 (O): -0.62, atom 2 (O): -0.61

---

Which one is most stable, and which one is least stable? run a is the most stable of them, while run b is the least stable.

---

Run a
ORCA calculation (wB97M-V/def2-TZVPD) on C5H6Cl2 in the gas phase.

Positions of all 13 atoms, in Å:
Cl -0.34916 2.38380 -0.41368
Cl 0.42404 1.73080 2.32252
C 0.85944 -0.07475 0.11419
C 2.05231 -0.44412 -0.37508
C -0.53066 -0.33416 0.45329
C -1.58673 -0.58806 -0.61679
C 0.26542 1.15497 0.69359
H -0.81407 -0.74919 1.39911
H 2.10130 -1.34980 -0.84883
H -2.53697 -1.01042 -0.09413
H -1.11165 -1.30694 -1.18590
H -1.69331 0.38227 -1.04907
H 2.92005 0.20561 -0.39922

Properties
orbital gap: 9.9 eV
SMILES: C=C1[C@H](C)C1(Cl)Cl

These are the natural (NBO) partial charges, in e, on atoms 1 to 2: atom 1 (Cl): 0.00, atom 2 (Cl): 0.03

---

Run b
ORCA calculation (wB97M-V/def2-TZVPD) on C5H6Cl2 in the gas phase.

Positions of all 13 atoms, in Å:
Cl -3.74316 0.83361 0.22356
Cl -2.32058 -1.63477 -0.28430
C -0.96680 0.79392 -0.68358
C 0.22420 0.17295 -1.26178
C 0.17278 0.55262 0.17548
C 0.53017 -0.31294 1.29695
C -2.12513 0.04735 -0.22230
H 0.24581 -0.85809 -1.44747
H -1.14208 1.82694 -0.91199
H 1.57680 0.03732 1.44969
H 0.58497 0.89678 -2.02683
H 0.37806 -1.36366 1.06562
H 0.04696 -0.16555 2.26610

Properties
orbital gap (spin up / spin down): 8.3 / 7.7 eV

These are the natural (NBO) partial charges, in e, on atoms 1 to 2: atom 1 (Cl): -0.04, atom 2 (Cl): 0.06

---

Which one is most stable, and which one is least stable? run a is the most stable of them, while run b is the least stable.

---

Run a
ORCA calculation (wB97M-V/def2-TZVPD) on C3H10N2S in the gas phase.

Positions of all 16 atoms, in Å:
S 2.50202 -0.99592 -1.55261
N -0.35971 0.38786 0.88163
N -2.49710 0.57929 -0.14183
C -1.50825 -0.38407 0.34821
C 0.92644 -0.25635 0.58831
C 1.56560 0.30905 -0.70263
H 1.53888 0.05522 1.45234
H 3.37542 -1.32786 -0.56598
H -1.93187 -0.93711 1.18385
H 2.22024 1.17442 -0.62408
H 0.90943 -1.33287 0.53950
H -2.49974 1.50802 0.20159
H -3.42962 0.20955 -0.21847
H -0.40107 1.34410 0.57021
H 0.75746 0.55100 -1.39598
H -1.16814 -0.88434 -0.56404

Properties
orbital gap: 9.5 eV
SMILES: NCNCCS

These are the natural (NBO) partial charges, in e, on atoms 1 to 2: atom 1 (S): -0.06, atom 2 (N): -0.64

---

Run b
ORCA calculation (wB97M-V/def2-TZVPD) on 2 unconnected molecules or ions with the total composition C3H10N2S.

Positions of all 16 atoms, in Å:
S 2.47302 0.65970 0.97951
N -2.88208 0.18592 -0.22047
N -1.70719 -1.78115 -0.48666
C 0.90275 -0.17493 0.63843
C -2.47882 -1.05515 0.21321
C 2.84959 1.35864 -0.65503
H -1.46084 -2.62121 0.01596
H 1.99865 1.96058 -0.97718
H 0.14753 0.57092 0.41133
H -2.88900 -1.37450 1.17241
H -2.94276 0.90819 0.47756
H 3.01881 0.56232 -1.37297
H 1.03186 -0.88126 -0.18042
H 3.68151 2.02395 -0.45604
H -2.40350 0.44040 -1.06699
H 0.66046 -0.78242 1.50736

Properties
orbital gap: 9.2 eV
SMILES: [H]/N=C/N.CSC

These are the natural (NBO) partial charges, in e, on atoms 1 to 2: atom 1 (S): 0.16, atom 2 (N): -0.82

---

Which one is most stable, and which one is least stable? run b is the most stable of them, while run a is the least stable.

---

Run a
ORCA calculation (wB97M-V/def2-TZVPD) on 2 unconnected molecules or ions with the total composition C3H10N2S.

Positions of all 16 atoms, in Å:
S -1.29761 0.48400 1.33877
N 1.65974 0.37704 0.48048
N -0.12183 0.27851 -1.90099
C -1.86951 -1.21085 1.14333
C 1.18121 -0.15303 -1.84289
C 1.96110 -0.26018 -0.77586
H 1.62667 -0.48767 -2.77942
H 0.08949 0.28435 0.95367
H 2.80307 -0.92662 -0.78734
H 1.66646 1.38636 0.38545
H -1.21678 -1.81704 0.52020
H 2.30154 0.10676 1.20488
H -2.85283 -1.26252 0.68128
H -0.40338 0.73898 -2.74795
H -1.97269 -1.71579 2.09985
H -0.51632 0.70350 -1.06782

Properties
orbital gap: 8.5 eV
SMILES: N/C=C\N.CS

These are the natural (NBO) partial charges, in e, on atoms 1 to 2: atom 1 (S): -0.20, atom 2 (N): -0.83

---

Run b
ORCA calculation (wB97M-V/def2-TZVPD) on C3H10N2S in the gas phase.

Positions of all 16 atoms, in Å:
S -3.41019 0.88363 -0.04233
N 0.61295 0.22939 0.24150
N 2.81193 -0.79277 0.28604
C -0.79267 -0.00912 0.11264
C -1.62230 1.23792 -0.08029
C 1.40417 -0.98139 0.04143
H -3.29949 -0.19746 -0.82042
H -1.38821 1.94962 0.70617
H 3.26385 -0.13881 -0.33847
H 1.21447 -1.45472 -0.93112
H -1.46076 1.74305 -1.02722
H 0.94564 0.91866 -0.42203
H 2.90155 -0.45631 1.23967
H 1.07738 -1.70482 0.78692
H -1.17852 -0.57022 0.97560
H -1.07980 -0.65666 -0.72808

Properties
orbital gap: 10.1 eV
SMILES: NCNCCS

These are the natural (NBO) partial charges, in e, on atoms 1 to 2: atom 1 (S): -0.04, atom 2 (N): -0.63

---

Which one is most stable, and which one is least stable? run b is the most stable of them, while run a is the least stable.

---

Run a
ORCA calculation (wB97M-V/def2-TZVPD) on C3H10N2S in the gas phase.

Positions of all 16 atoms, in Å:
S 0.75403 -0.36274 -0.43641
N 1.28447 -0.63909 -1.83976
N 1.15082 -1.61148 0.38422
C -1.69031 -0.09572 1.07721
C -1.21949 -0.22194 -0.33909
C 1.28129 1.20552 0.25322
H 1.25068 -0.07996 -2.58549
H -1.47237 0.72449 -1.01646
H 1.39226 -2.37986 -0.30008
H 1.81275 1.63928 -0.55998
H 0.41204 1.88002 0.66529
H -1.79754 0.98392 1.53226
H -0.88667 -0.47678 1.66524
H -1.59762 -1.11349 -0.82751
H -2.72636 -0.52695 1.31264
H 2.05203 1.07477 1.01469

Properties
orbital gap: 9.4 eV
SMILES: CCS(C)(=N)=N

These are the natural (NBO) partial charges, in e, on atoms 1 to 2: atom 1 (S): 1.81, atom 2 (N): -1.17

---

Run b
ORCA calculation (wB97M-V/def2-TZVPD) on C3H10N2S in the gas phase.

Positions of all 16 atoms, in Å:
S 2.65763 0.11617 -0.81305
N -0.99692 0.09178 0.46676
N -3.10410 -0.70681 1.52299
C 1.12871 1.01006 -0.29344
C -2.11439 -0.86233 0.48924
C -0.13565 0.18236 -0.69608
H -3.59747 0.18441 1.44088
H 1.04006 1.10686 0.77177
H -1.36297 0.98016 0.77419
H -2.58413 -0.93374 -0.49838
H -2.64257 -0.45964 2.39606
H -0.64199 0.83538 -1.43560
H 2.75705 -0.74304 0.22347
H 0.02144 -0.78605 -1.15734
H -1.71756 -1.87355 0.59587
H 1.18848 1.93945 -0.84466

Properties
orbital gap: 9.6 eV
SMILES: NCNCCS

These are the natural (NBO) partial charges, in e, on atoms 1 to 2: atom 1 (S): -0.07, atom 2 (N): -0.66

---

Which one is most stable, and which one is least stable? run b is the most stable of them, while run a is the least stable.

---

Run a
ORCA calculation (wB97M-V/def2-TZVPD) on 2 unconnected molecules or ions with the total composition C3H6O3.

Positions of all 12 atoms, in Å:
O 0.98082 -1.22068 1.80778
O -0.74233 -0.87362 -0.89999
O -0.12022 1.02361 0.16024
C 1.15337 -0.72881 0.72068
C -0.02380 -0.26733 -0.14835
C -1.28228 1.69218 -0.31644
H -1.27896 1.72111 -1.40667
H -2.17409 1.16941 0.03681
H 1.22900 -2.47348 0.16654
H 1.33066 -2.27909 -0.53585
H 2.14711 -0.45453 0.30624
H -1.21928 2.69122 0.10900

Properties
orbital gap: 10.8 eV
SMILES: COC(=O)C=O.[H][H]

These are the natural (NBO) partial charges, in e, on atoms 1 to 2: atom 1 (O): -0.52, atom 2 (O): -0.56

---

Run b
ORCA calculation (wB97M-V/def2-TZVPD) on 2 unconnected molecules or ions with the total composition C3H6O3.

Positions of all 12 atoms, in Å:
O -1.86018 2.55621 0.48039
O -0.28132 2.73736 -1.22595
O -0.93874 -0.05717 -0.35320
C 0.74379 -1.60960 0.49623
C -1.07404 2.61580 -0.38065
C 0.44482 -0.37718 -0.34131
H 1.04023 0.47929 0.01177
H 0.71417 -0.54568 -1.38791
H 1.80674 -1.86862 0.44556
H 0.49509 -1.43468 1.55076
H 0.15807 -2.46370 0.14258
H -1.24863 -0.03203 0.56174

Properties
orbital gap: 11.3 eV
SMILES: O=C=O.CCO

These are the natural (NBO) partial charges, in e, on atoms 1 to 2: atom 1 (O): -0.53, atom 2 (O): -0.52

---

Which one is most stable, and which one is least stable? run b is the most stable of them, while run a is the least stable.

---

Run a
ORCA calculation (wB97M-V/def2-TZVPD) on 2 unconnected molecules or ions with the total composition C3H6O3.

Positions of all 12 atoms, in Å:
O -0.85089 1.56964 0.46275
O 0.87913 -1.12058 -1.33258
O 1.21034 1.43456 -0.43405
C 0.32291 -1.21722 -0.08614
C -0.97914 -1.06110 0.11614
C 0.45702 1.30045 0.50257
H 1.31721 -0.25327 -1.39085
H -1.07190 1.71315 -0.47332
H -1.42086 -1.10183 1.10657
H 0.75935 0.99892 1.51332
H 1.00898 -1.44002 0.73531
H -1.63214 -0.82270 -0.71971

Properties
orbital gap: 10.4 eV
SMILES: C=CO.O=CO

These are the natural (NBO) partial charges, in e, on atoms 1 to 2: atom 1 (O): -0.67, atom 2 (O): -0.73

---

Run b
ORCA calculation (wB97M-V/def2-TZVPD) on a molecular structure, C3H6O3.

Positions of all 12 atoms, in Å:
O 0.83733 -0.92898 -1.30462
O 1.32068 1.45677 -0.34458
O -1.08831 0.98230 0.33632
C 0.76564 0.71948 0.45873
C -1.06007 -0.53095 0.17292
C 0.43335 -0.74408 0.01539
H -1.67533 -0.79616 -0.68667
H 0.92282 -1.46073 0.69565
H -1.07458 1.46746 -0.51528
H -1.45240 -0.94222 1.11143
H 1.32612 -0.09969 -1.48714
H 0.74476 0.87680 1.54786

Properties
orbital gap: 10.5 eV

These are the natural (NBO) partial charges, in e, on atoms 1 to 2: atom 1 (O): -0.71, atom 2 (O): -0.65

---

Which one is most stable, and which one is least stable? run a is the most stable of them, while run b is the least stable.

---

Run a
ORCA calculation (wB97M-V/def2-TZVPD) on C3H6O3 in the gas phase.

Positions of all 12 atoms, in Å:
O -0.38370 -2.13578 0.19959
O 0.32883 1.51877 -2.25382
O 0.67370 -0.50207 -1.33210
C 0.81215 -1.69626 -0.33742
C -0.01448 0.67168 -1.47298
C -1.16136 0.84336 -0.44068
H 1.17870 -2.48555 -0.97106
H -1.16529 -0.00222 0.16179
H -1.17217 1.57358 0.26619
H 1.58446 -1.30159 0.24510
H -2.06450 1.01863 -1.07391
H -0.89168 -2.39714 -0.52154

Properties
orbital gap: 10.8 eV
SMILES: CC(=O)OCO

These are the natural (NBO) partial charges, in e, on atoms 1 to 2: atom 1 (O): -0.68, atom 2 (O): -0.56

---

Run b
ORCA calculation (wB97M-V/def2-TZVPD) on 2 unconnected molecules or ions with the total composition C3H6O3.

Positions of all 12 atoms, in Å:
O 0.43213 -2.59504 -2.71870
O -1.17120 1.56842 1.26433
O -0.68872 1.86300 3.44927
C -1.48028 1.50099 2.41362
C 1.01830 -1.35245 -2.76750
C 1.82088 -0.90219 -1.82587
H 1.00221 -3.22066 -2.26324
H 2.11774 -1.45477 -0.93603
H 0.56918 -0.82823 -3.60203
H 0.22893 1.72615 3.20028
H -2.44140 1.12968 2.79099
H 2.44239 -0.02252 -1.84726

Properties
orbital gap: 9.9 eV
SMILES: C=CO.O=CO

These are the natural (NBO) partial charges, in e, on atoms 1 to 2: atom 1 (O): -0.69, atom 2 (O): -0.56

---

Run c
ORCA calculation (wB97M-V/def2-TZVPD) on 2 unconnected molecules or ions with the total composition C3H6O3.

Positions of all 12 atoms, in Å:
O -1.74883 1.16194 1.13511
O 0.11960 0.39480 -1.31601
O 0.87870 -0.32837 0.68742
C 2.22107 -0.27929 0.20362
C -1.36667 0.14326 0.62060
C -0.05462 0.09557 -0.16277
H 2.34074 -0.95899 -0.64239
H 2.83371 -0.58565 1.04991
H -2.51698 0.12329 -1.56329
H 2.45784 0.74197 -0.10481
H -2.79198 0.65304 -1.12317
H -1.91725 -0.81596 0.69868

Properties
orbital gap: 10.9 eV
SMILES: COC(=O)C=O.[H][H]

These are the natural (NBO) partial charges, in e, on atoms 1 to 2: atom 1 (O): -0.48, atom 2 (O): -0.56

---

Run d
ORCA calculation (wB97M-V/def2-TZVPD) on 2 unconnected molecules or ions with the total composition C3H6O3.

Positions of all 12 atoms, in Å:
O -1.71058 1.14011 1.48043
O -0.39793 1.19603 -0.38843
O 2.21094 2.28308 -0.00394
C -1.27634 0.69841 0.42052
C -1.51105 -0.83912 0.30539
C 2.50452 1.12923 -0.19147
H 2.41756 0.60149 -1.10961
H -0.32186 2.07773 -0.01089
H -2.30611 -1.24652 0.93783
H -1.70405 -1.14296 -0.73374
H 2.67289 0.51952 0.68175
H -0.57360 -1.30402 0.54704

Properties
orbital gap: 10.8 eV
SMILES: CC(=O)O.C=O

These are the natural (NBO) partial charges, in e, on atoms 1 to 2: atom 1 (O): -0.61, atom 2 (O): -0.65

---

Which one is most stable, and which one is least stable? run d is the most stable of them, while run c is the least stable.